Record 1
Molecular formula: C44H45N7O6PbS
Method: DFT, wB97M-V/def2-TZVPD

Calculated values
* energy above the lowest of the compared OMol25 structures with the same formula, charge and spin: 26.40 kcal per mole
* total charge: 0

Each line ends with the Löwdin charge.
Geometry (Å):
Pb1 0.123 0.253 0.315  1.433
O1 -3.817 -0.088 2.528  0.076
C1 -2.680 0.068 2.122  -0.474
N1 -2.234 0.050 0.837  0.002
C2 -3.143 0.121 -0.191  -0.448
O2 -4.225 0.671 -0.177  0.090
C3 -2.679 -0.501 -1.504  -0.212
C4 -3.396 -0.219 -2.661  0.002
C5 -2.989 -0.794 -3.851  -0.068
C6 -1.885 -1.638 -3.847  -0.051
C7 -1.243 -1.869 -2.643  -0.138
N2 -1.623 -1.310 -1.494  0.065
C8 -1.577 0.237 3.157  -0.195
C9 -1.936 0.490 4.474  0.012
C10 -0.939 0.673 5.414  -0.043
C11 0.387 0.592 5.015  -0.040
C12 0.661 0.326 3.686  -0.107
N3 -0.301 0.143 2.781  0.018
H1 -4.250 0.440 -2.590  0.121
H2 -3.526 -0.596 -4.770  0.109
H3 -1.529 -2.113 -4.752  0.103
H4 -0.378 -2.525 -2.594  0.116
H5 -2.988 0.543 4.712  0.121
H6 -1.191 0.885 6.445  0.110
H7 1.201 0.740 5.711  0.108
H8 1.679 0.269 3.324  0.087
C13 3.939 1.054 0.966  -0.188
N4 2.537 1.453 1.001  -0.045
C14 2.295 2.690 1.247  -0.122
C15 0.978 3.234 1.290  -0.354
C16 0.573 4.523 1.641  -0.061
C17 -0.821 4.540 1.526  -0.100
C18 -1.196 3.265 1.105  -0.167
N5 -0.115 2.475 0.963  -0.108
C19 4.361 0.380 2.250  -0.213
C20 3.824 -0.858 2.592  -0.064
C21 4.180 -1.478 3.779  -0.081
C22 5.080 -0.867 4.644  -0.093
C23 5.620 0.365 4.310  -0.086
C24 5.261 0.984 3.119  -0.039
H9 4.590 1.916 0.779  0.110
H10 4.077 0.356 0.134  0.114
H11 3.118 3.394 1.420  0.131
H12 1.220 5.334 1.937  0.095
H13 -1.484 5.369 1.717  0.083
H14 -2.187 2.891 0.889  0.104
H15 3.116 -1.322 1.917  0.087
H16 3.753 -2.442 4.030  0.093
H17 5.360 -1.351 5.572  0.099
H18 6.324 0.848 4.976  0.101
H19 5.687 1.947 2.863  0.110
C25 3.792 -3.830 0.775  -0.043
N6 2.608 -4.062 1.575  -0.087
C26 2.645 -5.221 2.446  -0.167
C27 1.591 -5.099 3.524  -0.154
C28 0.250 -4.856 2.868  -0.166
N7 0.321 -3.730 1.957  -0.074
C29 -0.966 -3.196 1.547  -0.028
C30 1.464 -3.357 1.305  -0.480
O3 1.490 -2.391 0.530  -0.099
H20 4.656 -3.660 1.420  0.088
H21 3.633 -2.954 0.155  0.071
H22 3.996 -4.692 0.131  0.093
H23 3.644 -5.272 2.888  0.122
H24 2.500 -6.144 1.869  0.129
H25 1.833 -4.263 4.184  0.115
H26 1.558 -6.007 4.126  0.119
H27 -0.509 -4.629 3.620  0.127
H28 -0.085 -5.757 2.336  0.129
H29 -1.449 -2.669 2.373  0.090
H30 -1.618 -4.015 1.233  0.099
H31 -0.852 -2.519 0.710  0.035
C31 1.600 -0.195 -3.081  -0.163
C32 1.914 -1.370 -3.956  -0.202
C33 2.666 -2.408 -3.415  -0.035
C34 2.922 -3.549 -4.157  -0.078
C35 2.433 -3.660 -5.452  -0.090
C36 1.686 -2.626 -5.995  -0.078
C37 1.421 -1.484 -5.249  -0.038
H32 0.812 -0.469 -2.379  0.048
H33 2.476 0.138 -2.521  0.137
H34 3.041 -2.324 -2.401  0.111
H35 3.509 -4.351 -3.727  0.102
H36 2.638 -4.548 -6.036  0.101
H37 1.305 -2.706 -7.005  0.104
H38 0.840 -0.678 -5.675  0.114
C38 -2.219 5.064 -7.539  -0.046
C39 -1.541 4.335 -6.414  -0.260
C40 -1.992 3.078 -6.008  -0.023
C41 -1.361 2.392 -4.988  -0.033
C42 -0.259 2.969 -4.373  -0.268
C43 0.207 4.218 -4.747  -0.031
C44 -0.442 4.894 -5.768  -0.025
S1 0.517 2.122 -3.054  0.640
O4 1.585 2.900 -2.513  -0.239
O5 1.107 0.900 -3.885  -0.229
O6 -0.480 1.591 -2.164  -0.337
H39 -3.261 4.762 -7.636  0.078
H40 -1.720 4.846 -8.486  0.088
H41 -2.184 6.142 -7.389  0.080
H42 -2.856 2.641 -6.492  0.116
H43 -1.723 1.427 -4.655  0.099
H44 1.058 4.648 -4.237  0.118
H45 -0.090 5.875 -6.064  0.118

---

Record 2
Molecular formula: C25H36ClIP2SbTb
Method: DFT, wB97M-V/def2-TZVPD

Calculated values
* total charge: +2
* ⟨S²⟩: 12.7713
* energy: -94667.0319 eV
* spin multiplicity: 7

Each line ends with the Mulliken spin population.
Geometry (Å):
C1 -0.842 0.325 -1.932  0.028
I1 1.835 0.641 -0.907  0.032
H1 -1.407 0.351 -2.905  0.023
H2 -1.202 1.174 -1.361  0.004
H3 -1.143 -0.593 -1.415  0.002
Tb1 0.744 0.027 -3.851  6.090
P1 0.535 2.775 -2.965  -0.051
C2 0.182 3.588 -1.360  0.003
C3 2.134 3.556 -3.348  0.000
H4 1.941 4.616 -3.546  0.000
H5 -0.281 4.753 -4.033  0.000
H6 2.562 3.080 -4.241  0.001
H7 -0.538 3.281 -5.066  -0.001
H8 1.065 3.572 -0.712  0.000
H9 2.825 3.438 -2.506  0.000
C4 -0.607 3.703 -4.052  0.002
H10 -0.093 4.627 -1.559  -0.002
H11 -1.630 3.595 -3.664  0.000
H12 -0.634 3.105 -0.823  -0.002
P2 0.425 -2.604 -2.691  -0.038
C5 -0.091 -3.362 -1.107  -0.006
C6 -0.589 -3.580 -3.862  0.003
H13 2.586 -2.944 -3.786  0.002
H14 1.940 -4.460 -3.058  0.000
H15 2.699 -3.192 -2.014  0.001
C7 2.079 -3.378 -2.908  -0.001
H16 -0.508 -3.145 -4.867  -0.001
H17 -0.226 -4.614 -3.865  0.000
H18 -0.094 -4.454 -1.204  -0.002
H19 -1.100 -3.042 -0.820  0.001
H20 -1.637 -3.545 -3.533  0.000
H21 0.585 -3.092 -0.285  0.002
Cl1 0.987 -0.150 -6.303  -0.008
C8 -1.203 3.991 4.029  -0.003
C9 0.024 3.971 3.345  0.000
C10 0.347 2.894 2.510  0.000
C11 -0.563 1.834 2.390  -0.012
C12 -1.811 1.868 3.016  -0.001
C13 -2.125 2.950 3.851  0.001
Sb1 -0.038 0.036 1.341  -0.042
C14 1.523 -0.842 2.535  -0.005
C15 2.313 -1.879 2.022  0.001
C16 3.494 -2.227 2.688  0.000
C17 3.863 -1.558 3.864  -0.001
C18 3.042 -0.550 4.390  0.000
C19 1.857 -0.198 3.730  -0.002
C20 -1.798 -1.218 1.412  -0.016
C21 -1.714 -2.371 2.194  0.000
C22 -2.824 -3.225 2.253  0.001
C23 -3.990 -2.920 1.539  -0.002
C24 -4.050 -1.761 0.751  -0.001
C25 -2.947 -0.898 0.689  0.001
H22 -1.453 4.833 4.678  0.000
H23 0.729 4.797 3.467  0.000
H24 1.300 2.876 1.977  -0.001
H25 -2.526 1.058 2.876  -0.001
H26 -3.092 2.972 4.357  0.000
H27 2.044 -2.388 1.099  -0.001
H28 4.129 -3.019 2.275  0.000
H29 4.795 -1.824 4.371  0.000
H30 3.321 -0.026 5.305  0.000
H31 1.229 0.600 4.134  0.000
H32 -0.802 -2.600 2.754  0.000
H33 -2.781 -4.128 2.862  0.000
H34 -4.852 -3.593 1.578  0.000
H35 -4.951 -1.519 0.187  0.000
H36 -2.993 0.013 0.082  0.001

---

Record 3
Molecular formula: C4H11N3O
Method: DFT, wB97M-V/def2-TZVPD

Calculated values
* energy above the lowest of the compared OMol25 structures with the same formula, charge and spin: 133.56 kcal per mole
* total charge: 0

Each line ends with the Löwdin charge.
Geometry (Å):
C1 0.031 1.798 0.815  -0.101
C2 -0.814 0.553 0.742  -0.259
C3 -2.109 0.644 0.429  -0.010
H1 0.390 -0.404 1.777  0.159
H2 -0.552 2.720 0.723  0.076
H3 0.556 1.827 1.771  0.073
H4 0.804 1.810 0.041  0.063
H5 -2.608 1.588 0.220  0.055
H6 -2.742 -0.229 0.306  0.050
N1 0.822 -1.206 -0.665  -0.269
N2 2.108 -0.706 -0.395  0.068
N3 0.311 -0.910 -1.951  0.069
C4 -0.080 -1.186 0.387  -0.380
O1 0.380 -1.486 1.606  -0.028
H7 -0.072 -1.753 -2.363  0.081
H8 -0.429 -0.210 -1.875  0.073
H9 2.227 0.187 -0.869  0.071
H10 2.784 -1.351 -0.792  0.084
H11 -1.007 -1.685 0.091  0.126

---

Record 4
Molecular formula: C8H10IO2PS
Method: DFT, wB97M-V/def2-TZVPD

Calculated values
* energy above the lowest of the compared OMol25 structures with the same formula, charge and spin: 42.16 kcal per mole
* total charge: 0

Each line ends with the Löwdin charge.
Geometry (Å):
C1 1.487 2.617 -3.413  -0.062
C2 1.903 2.926 -2.117  -0.101
C3 0.904 1.401 -3.721  -0.091
C4 1.741 1.990 -1.163  -0.172
C5 0.718 0.454 -2.758  -0.070
C6 1.230 0.727 -1.453  -0.548
C7 -2.016 -1.303 3.291  -0.074
C8 -1.383 -2.105 2.169  -0.292
O1 -1.769 0.436 -0.691  -0.301
O2 -1.644 -1.427 0.960  -0.304
P1 -0.927 -0.099 0.354  0.423
S1 1.154 -0.401 -0.015  0.658
I1 0.220 2.104 2.511  -0.052
H1 1.544 3.335 -4.348  0.147
H2 2.321 3.862 -1.775  0.110
H3 0.560 1.236 -4.663  0.078
H4 2.173 2.388 -0.130  0.121
H5 0.245 -0.413 -3.025  0.086
H6 -3.005 -1.709 3.521  0.082
H7 -1.363 -1.330 4.151  0.077
H8 -2.181 -0.314 2.825  0.046
H9 -1.837 -3.024 2.083  0.085
H10 -0.218 -2.335 2.256  0.157

---

Record 5
Molecular formula: C3H11NS
Method: DFT, wB97M-V/def2-TZVPD

Calculated values
* energy above the lowest of the compared OMol25 structures with the same formula, charge and spin: 71.36 kcal per mole
* total charge: 0

Each line ends with the Löwdin charge.
Geometry (Å):
C1 -2.887 -1.598 0.191  -0.683
S1 -2.130 -0.343 1.305  0.096
H1 -3.189 -1.198 -0.774  -0.016
H2 -2.110 -2.298 -0.121  -0.027
H3 -3.706 -2.073 0.715  -0.017
C2 1.569 -0.303 -0.898  0.003
N1 1.774 0.702 0.215  -0.045
C3 0.593 1.624 0.303  -0.069
H4 2.562 -0.719 -1.061  0.093
H5 0.774 -0.961 -0.564  0.092
H6 1.356 0.198 -1.845  0.101
H7 2.711 1.096 0.147  0.166
H8 1.759 0.231 1.124  0.168
H9 0.449 2.179 -0.616  0.097
H10 0.738 2.347 1.118  0.098
H11 -0.262 1.116 0.763  -0.057

---

Record 6
Molecular formula: C4H12NO
Method: DFT, wB97M-V/def2-TZVPD

Calculated values
* energy above the lowest of the compared OMol25 structures with the same formula, charge and spin: 196.56 kcal per mole
* total charge: +1

Each line ends with the Löwdin charge.
Geometry (Å):
C1 0.773 1.306 1.421  -0.004
C2 0.148 0.422 0.353  -0.006
C3 -0.749 -0.594 0.585  0.001
C4 -1.251 -1.096 1.989  -0.018
O1 -0.105 -1.385 -2.737  -0.078
N1 0.693 1.059 -2.117  0.143
H1 0.402 2.319 1.395  0.102
H2 0.583 0.956 2.427  0.102
H3 1.821 1.319 1.394  0.083
H4 0.284 0.853 -0.783  0.069
H5 -1.236 -0.997 -0.345  0.135
H6 -1.589 -0.418 2.782  0.098
H7 -2.002 -1.882 1.920  0.085
H8 -0.368 -1.620 2.370  0.104
H9 0.656 -1.949 -2.957  0.062
H10 0.189 -0.489 -2.389  -0.046
H11 1.665 0.988 -2.401  0.084
H12 0.087 1.210 -2.908  0.084

---

Record 7
Molecular formula: C3H6LiO5Yb
Method: DFT, wB97M-V/def2-TZVPD

Calculated values
* energy above the lowest of the compared OMol25 structures with the same formula, charge and spin: 6.73 kcal per mole
* total charge: +1
* ⟨S²⟩: 2.0157
* spin multiplicity: 3

Each line ends with the Mulliken spin population.
Geometry (Å):
H1 -1.578 -0.574 -2.242  0.021
C1 -1.816 0.206 -1.490  -0.108
C2 -0.845 0.033 -0.330  0.182
O1 0.472 0.310 -0.740  0.099
Yb1 -4.734 -0.256 0.412  1.535
O2 -3.127 0.139 -1.077  0.277
H2 -1.593 1.178 -1.978  -0.015
H3 -0.939 -0.993 0.073  0.009
H4 -1.141 0.719 0.492  -0.005
C3 2.166 -0.268 0.906  -0.001
O3 1.906 -1.082 1.840  -0.001
O4 3.120 -0.563 -0.014  0.001
H5 3.311 -1.508 0.027  0.000
Li1 1.864 0.416 3.059  0.001
O5 2.048 1.024 1.168  0.007
H6 0.888 1.219 -0.106  -0.001

---

Record 8
Molecular formula: C4H4N2O
Method: DFT, wB97M-V/def2-TZVPD

Calculated values
* energy above the lowest of the compared OMol25 structures with the same formula, charge and spin: 138.17 kcal per mole
* total charge: 0

Each line ends with the Löwdin charge.
Geometry (Å):
C1 -0.759 1.106 0.222  -0.084
C2 -1.403 -0.068 0.437  -0.195
C3 -0.477 -1.152 0.296  -0.134
C4 0.746 -0.596 0.109  -0.331
N1 0.610 0.811 0.273  0.076
N2 -1.857 -1.344 0.027  0.077
O1 2.045 -0.923 0.256  0.048
H1 -1.147 2.134 0.416  0.115
H2 1.225 1.552 0.024  0.131
H3 -2.279 -1.537 -0.969  0.150
H4 2.219 -1.686 -0.373  0.147

---

Record 9
Molecular formula: C28H43N3O4
Method: DFT, wB97M-V/def2-TZVPD

Calculated values
* energy above the lowest of the compared OMol25 structures with the same formula, charge and spin: 29.78 kcal per mole
* total charge: 0

Each line ends with the Löwdin charge.
Geometry (Å):
C1 3.471 0.109 3.034  -0.022
C2 2.803 0.033 1.682  -0.338
C3 3.069 1.274 0.854  -0.072
N1 1.333 -0.049 1.867  0.011
N2 0.742 1.129 1.751  0.158
N3 -0.558 0.897 1.925  0.035
C4 -1.438 2.122 1.842  -0.359
C5 -1.115 2.960 0.620  -0.053
C6 -1.286 3.027 3.058  -0.045
C7 -0.800 -0.448 2.155  -0.059
C8 -2.247 -0.940 2.070  -0.524
C9 -2.313 -2.456 2.239  -0.030
C10 -2.805 -0.610 0.674  -0.025
C11 -3.074 -0.272 3.177  -0.027
C12 0.438 -1.063 2.239  0.008
C13 0.923 -2.573 2.399  -0.069
H1 4.548 0.265 2.926  0.097
H2 3.074 0.954 3.614  0.100
H3 3.287 -0.805 3.605  0.053
H4 3.065 -0.860 1.113  0.150
H5 4.146 1.363 0.680  0.092
H6 2.574 1.235 -0.120  0.085
H7 2.741 2.195 1.348  0.077
H8 -2.471 1.794 1.763  0.097
H9 -1.665 3.917 0.653  0.095
H10 -0.046 3.193 0.585  0.079
H11 -1.399 2.457 -0.309  0.083
H12 -1.869 3.953 2.906  0.094
H13 -1.654 2.566 3.981  0.081
H14 -0.239 3.327 3.191  0.089
H15 -2.080 -2.741 3.276  0.096
H16 -3.334 -2.785 1.996  0.099
H17 -1.619 -2.957 1.550  0.090
H18 -2.854 0.468 0.476  0.066
H19 -2.180 -1.076 -0.101  0.103
H20 -3.822 -1.015 0.599  0.097
H21 -3.140 0.817 3.053  0.061
H22 -4.096 -0.670 3.127  0.099
H23 -2.641 -0.493 4.165  0.101
H24 0.461 -3.069 1.540  0.103
H25 1.994 -2.467 2.091  0.130
C14 0.913 -5.587 -1.033  -0.087
C15 0.845 -6.255 0.316  -0.256
O1 1.013 -5.241 1.310  -0.051
C16 1.130 -5.814 2.524  -0.512
C17 1.573 -4.866 3.521  -0.059
C18 0.929 -3.407 3.596  -0.231
C19 1.798 -2.705 4.609  -0.234
C20 3.165 -2.981 4.603  -0.059
C21 3.927 -2.475 5.643  -0.029
C22 3.307 -1.646 6.584  -0.296
C23 4.086 -1.238 7.773  -0.070
C24 1.983 -1.207 6.447  -0.037
C25 1.239 -1.702 5.386  -0.039
C26 2.087 -5.611 4.705  -0.482
O2 1.729 -5.438 5.860  0.061
O3 3.017 -6.584 4.405  -0.037
C27 3.226 -7.580 5.440  -0.235
C28 4.125 -8.702 4.944  -0.086
O4 0.879 -7.007 2.682  0.041
H26 0.746 -6.344 -1.812  0.076
H27 0.133 -4.822 -1.143  0.066
H28 1.887 -5.086 -1.160  0.078
H29 -0.134 -6.706 0.491  0.122
H30 1.618 -7.032 0.383  0.129
H31 -0.053 -3.565 4.045  0.137
H32 3.597 -3.585 3.792  0.138
H33 4.989 -2.732 5.713  0.122
H34 3.651 -0.347 8.228  0.073
H35 4.058 -2.077 8.479  0.091
H36 5.130 -1.046 7.516  0.077
H37 1.512 -0.507 7.146  0.111
H38 0.212 -1.401 5.169  0.110
H39 3.675 -7.123 6.338  0.117
H40 2.248 -8.004 5.716  0.126
H41 4.249 -9.440 5.750  0.071
H42 3.662 -9.229 4.098  0.077
H43 5.128 -8.338 4.682  0.072

---

Record 10
Molecular formula: C7H5AsFNO4S4Tc
Method: DFT, wB97M-V/def2-TZVPD

Calculated values
* total charge: +3
* energy: -126087.0390 eV

Each line ends with the Löwdin charge.
Geometry (Å):
Tc1 -0.094 -0.535 0.210  1.402
O1 -0.491 2.399 -2.624  0.289
C1 -0.648 1.539 -1.698  -0.372
O2 0.130 0.580 -1.465  -0.068
C2 -1.838 1.643 -0.819  -0.119
C3 -2.833 2.600 -0.819  0.113
C4 -3.825 2.509 0.155  0.073
C5 -3.806 1.448 1.057  0.095
C6 -2.779 0.531 0.970  -0.126
N1 -1.805 0.643 0.067  0.004
C7 -2.535 -0.703 1.764  -0.361
O3 -3.305 -1.196 2.659  0.284
O4 -1.491 -1.341 1.484  -0.140
H1 0.329 2.290 -3.150  0.206
H2 -2.834 3.391 -1.561  0.162
H3 -4.609 3.255 0.207  0.155
H4 -4.585 1.357 1.804  0.152
H5 -4.122 -0.701 2.852  0.183
S1 1.184 -5.062 0.686  0.237
As1 -0.694 -4.151 0.554  0.787
S2 -0.321 -2.609 -1.090  0.121
S3 2.545 -3.926 -0.380  0.222
S4 1.409 -3.415 -1.950  0.199
F1 1.214 -1.481 1.135  -0.498

---

Record 11
Molecular formula: C2H9N2
Method: DFT, wB97M-V/def2-TZVPD

Calculated values
* energy above the lowest of the compared OMol25 structures with the same formula, charge and spin: 29.48 kcal per mole
* total charge: +1

Each line ends with the Löwdin charge.
Geometry (Å):
C1 -0.564 -1.488 -0.194  -0.044
C2 -0.172 -0.776 0.968  -0.167
N1 0.623 1.550 -0.897  0.065
N2 -0.028 0.468 1.164  0.160
H1 0.330 -2.130 -0.325  0.129
H2 -0.849 -0.968 -1.157  0.110
H3 -1.389 -2.162 0.000  0.109
H4 -0.163 -1.520 1.685  0.124
H5 0.065 1.108 -1.603  0.057
H6 1.554 1.190 -1.157  0.105
H7 0.546 2.577 -0.985  0.104
H8 -0.008 1.238 0.351  0.053
H9 0.055 0.913 2.150  0.195

---

Record 12
Molecular formula: C4H4EuO2
Method: DFT, wB97M-V/def2-TZVPD

Calculated values
* total charge: +3
* ⟨S²⟩: 12.0118
* energy: -27598.1820 eV
* spin multiplicity: 7

Each line ends with the Mulliken spin population.
Geometry (Å):
C1 0.598 -3.080 1.632  0.691
O1 0.573 -3.585 0.434  0.074
H1 0.680 -4.545 0.466  0.001
C2 1.536 -0.900 1.740  0.045
C3 0.385 -1.593 1.555  0.112
C4 -0.785 -0.933 1.002  0.035
O2 -1.488 -1.385 0.096  0.028
Eu1 -3.556 -0.965 -1.258  5.004
H2 2.352 -1.342 2.314  0.005
H3 1.678 0.094 1.310  0.004
H4 -1.192 -0.197 1.738  0.001